Below is 12 unconnected molecules or ions with the total composition C5H35NO12 at a distorted geometry, with properties calculated with the ωB97M-V functional and the def2-TZVPD basis.

```
! wB97M-V def2-TZVPD RIJCOSX def2/J DEFGRID3
* xyz 0 1
C 2.10 1.14 1.98
C 1.09 0.06 1.97
C 0.06 0.37 0.83
N 0.03 -0.73 -0.10
C -1.31 -1.42 -0.23
C -1.45 -2.76 0.56
O -1.30 -2.65 1.93
H 2.17 1.68 2.93
H 3.01 0.30 1.91
H 2.07 1.84 1.19
H 0.65 -0.11 2.92
H 1.56 -0.95 1.74
H -1.04 0.39 1.26
H 0.47 1.29 0.29
H 0.86 -1.20 -0.18
H -2.05 -0.69 -0.03
H -1.49 -1.74 -1.24
H -2.52 -2.95 0.47
H -0.64 -3.41 0.14
H -0.43 -2.54 2.33
O 1.16 2.18 -2.21
H 0.30 2.14 -1.91
H 1.25 3.11 -2.63
O -0.48 0.56 -4.34
H -1.35 0.49 -4.09
H 0.04 0.52 -3.58
O 1.94 0.05 -2.32
H 1.06 0.13 -1.95
H 2.34 0.87 -1.88
O 2.98 -1.59 -0.42
H 2.71 -1.04 -1.10
H 3.72 -2.07 -0.85
O 0.95 -2.84 -3.61
H 1.32 -2.04 -3.63
H 1.56 -3.35 -3.00
O 0.24 3.79 -0.13
H -0.69 3.63 -0.36
H 0.65 2.91 0.09
O -2.54 1.74 2.56
H -3.26 1.71 3.17
H -2.07 0.97 2.73
O 2.58 -3.51 2.02
H 2.99 -3.76 1.24
H 3.21 -3.08 2.54
O -2.29 3.38 0.41
H -1.84 4.14 0.69
H -2.33 2.84 1.15
O -1.83 2.05 -1.68
H -1.99 1.37 -0.93
H -2.41 2.80 -1.25
O -2.21 -0.78 3.45
H -2.79 -1.34 3.91
H -1.89 -1.27 2.72
*
```

## Properties
- HOMO energy (eV) = -8.736
- relative energy (zero: lowest compared OMol25 entry of this formula, charge and spin) (kcal per mole) = 148.6
- SMILES = CCCNCCO.O.O.O.O.O.O.O.O.O.O.O
- DFT total energy (a.u.) = -1168.969050
- LUMO level (eV) = 0.20
- frontier orbital gap (eV) = 8.937